Entry from the Open Molecules 2025 dataset: a molecular structure, C11H11AuClO2 in a non-equilibrium geometry (ωB97M-V/def2-TZVPD).

Relative energy (zero: lowest compared OMol25 entry of this formula, charge and spin), eV: 0.3310
Gap between HOMO and LUMO (alpha / beta), eV: 7.472 / 5.066
E_LUMO (alpha / beta), eV: 3.516 / 1.228

Geometry as ORCA input:
```
! wB97M-V def2-TZVPD RIJCOSX def2/J DEFGRID3
* xyz -1 3
H -3.55916 2.47573 -0.01317
H -0.52808 2.06755 2.34974
H -0.23525 -3.13113 0.40883
Au 0.11549 0.73101 -0.51953
C 1.35723 1.74428 1.15170
H 1.87687 -1.51927 1.85396
H 1.96941 -2.45414 -1.01319
C -2.55594 2.00864 0.09596
H -1.50570 -0.44255 -2.79849
H 3.16791 0.48812 0.56589
C 0.26523 -0.01416 2.21074
H -0.43130 -0.56683 2.82665
C -0.20516 -2.42056 -0.40850
C 1.47876 -0.53159 1.66716
C -1.32773 -1.78129 -0.99173
C -0.87279 -0.94720 -2.07108
Cl 0.63935 2.07978 -2.32681
H 1.65659 2.76165 0.87368
C 0.56053 -1.13981 -2.18904
C 0.97321 -2.04849 -1.15532
O -1.60802 2.79759 0.27148
C 0.20730 1.38026 1.93069
H 1.16302 -0.84025 -3.04403
O -2.40504 0.72896 0.06538
C 2.16659 0.53458 0.97338
H -2.36331 -1.96089 -0.71437
*
```


Entry from the Open Molecules 2025 dataset: a molecular structure, C11H11Cl2O3PRhTb in a non-equilibrium geometry (ωB97M-V/def2-TZVPD).

Gap between HOMO and LUMO (alpha / beta), eV: 4.952 / 3.863
E_LUMO (alpha / beta), eV: -17.152 / -18.332

Geometry as ORCA input:
```
! wB97M-V def2-TZVPD RIJCOSX def2/J DEFGRID3
* xyz 4 11
O -1.20878 3.36075 -4.71152
H 2.03341 -1.88271 0.64190
C -1.06682 2.10305 -0.62456
C -0.16750 -0.46594 1.79844
C 2.13111 -0.92186 0.14008
H 0.64801 0.20798 5.05513
C -2.02184 -0.93759 3.27702
H -0.77020 -2.11573 -0.57003
H -3.03476 -1.29659 3.42809
H 0.38959 -1.67098 -1.76108
C 1.73364 2.34230 -4.11026
Tb 0.54584 0.02692 -4.05246
P 0.49874 -0.11788 0.09406
H -1.70073 -0.57044 5.41871
C 0.59921 -0.10831 2.90997
H 2.46244 -1.10888 -0.88157
C 0.04302 -0.10888 4.19968
C -1.27796 -0.52273 4.39608
Cl -1.98166 -0.55912 -4.39260
H 2.82743 -0.27982 0.70041
Cl 2.78495 -1.05706 -4.42593
C -0.72707 2.38839 -4.32560
O 2.34313 3.23701 -4.51746
O -2.17626 2.12927 -1.01693
C -1.46707 -0.95135 1.98536
H -2.03961 -1.31488 1.12089
H 1.63093 0.24276 2.74804
H -1.21696 -0.77048 -1.60169
Rh 0.54710 1.96283 0.15870
C -0.36132 -1.24004 -1.08087
*
```


Entry from the Open Molecules 2025 dataset: a molecular structure, C11H11ClN2 in a non-equilibrium geometry (ωB97M-V/def2-TZVPD).

Relative energy (zero: lowest compared OMol25 entry of this formula, charge and spin), eV: 3.1043
Gap between HOMO and LUMO (alpha / beta), eV: 7.736 / 7.737
E_LUMO (alpha / beta), eV: -0.751 / -0.750

Geometry as ORCA input:
```
! wB97M-V def2-TZVPD RIJCOSX def2/J DEFGRID3
* xyz 0 1
Cl 0.77414 3.93681 0.02953
C 1.69073 -1.89912 1.37460
C 0.43418 2.19034 -0.42503
N -0.19573 1.59097 0.75956
C -0.40893 -1.13269 0.22823
C 0.66867 -3.24074 -0.27527
C -1.91437 1.78727 -0.75761
H -0.62376 3.02838 -2.16125
H 1.64698 1.13321 1.98565
C 1.00123 0.35844 1.60228
H -2.34989 2.77291 -0.46750
H -0.44995 1.21842 -2.04843
H 2.21080 -3.93995 0.84373
C 0.78700 -0.83583 1.06751
H 1.41632 1.73937 -0.81797
H -2.17737 0.96415 1.21687
H -2.60520 1.29836 -1.52723
N -1.34301 -0.36917 -0.03386
C 1.61950 -3.04825 0.79332
H -0.97989 -2.41729 -1.25947
C -0.66313 2.10484 -1.51754
C -1.47871 1.03078 0.37910
C -0.26612 -2.35596 -0.51091
H 2.52853 -1.65011 2.05503
H 0.67795 -4.26513 -0.53332
*
```


Entry from the Open Molecules 2025 dataset: 2 unconnected molecules or ions with the total composition C11H11N in a non-equilibrium geometry (ωB97M-V/def2-TZVPD).

SMILES: c1ccccc1.c1ccncc1
Relative energy (zero: lowest compared OMol25 entry of this formula, charge and spin), eV: 3.7560
Gap between HOMO and LUMO, eV: 9.757
E_LUMO, eV: 0.815

Geometry as ORCA input:
```
! wB97M-V def2-TZVPD RIJCOSX def2/J DEFGRID3
* xyz 0 1
H 1.72635 -1.32589 -0.96213
H -1.84220 1.20240 1.46228
H -0.29364 2.99716 0.72757
H -0.79648 -0.88992 2.58610
C -0.16686 -0.04473 2.31351
C 0.12405 2.10421 1.11764
H 0.10460 -3.22703 -0.95002
C -1.99903 -0.83994 -2.30930
C 1.91331 1.13257 2.05739
H -2.93287 -0.56740 -2.83182
C -0.66851 1.00485 1.49258
C -0.27590 -2.32460 -1.25730
N 1.49570 2.10310 1.37893
C 0.33221 0.05897 -2.03680
H 1.32594 0.54077 -2.10983
H 1.83214 -0.44193 3.42931
C 0.63937 -1.18701 -1.29779
C -1.60751 -2.19905 -1.86969
H 3.00321 0.95990 2.48041
C 1.17183 0.11243 2.66592
C -0.97075 0.17433 -2.33983
H -1.12308 0.98468 -2.95448
H -2.42712 -2.90668 -1.74778
*
```


Entry from the Open Molecules 2025 dataset: C11H11NO2 in the gas phase in a non-equilibrium geometry (ωB97M-V/def2-TZVPD).

SMILES: [H]/N=C1/CC(=O)O[C@@]1(C)c1ccccc1
Relative energy (zero: lowest compared OMol25 entry of this formula, charge and spin), eV: 3.1774
Gap between HOMO and LUMO, eV: 9.731
E_LUMO, eV: 0.689

Geometry as ORCA input:
```
! wB97M-V def2-TZVPD RIJCOSX def2/J DEFGRID3
* xyz 0 1
C -0.28102 0.06878 -0.63592
H 2.03053 -0.45432 2.98289
H 0.09273 2.36945 1.92116
C -0.46270 -0.96290 -1.60571
C 1.31218 -0.63781 2.27651
C -1.41498 0.79865 -0.27218
H 0.37331 -1.56972 -1.96259
H 0.50023 -1.21777 2.72349
H 2.23166 2.07678 0.02928
C -2.89702 -0.65059 -1.53026
C -1.77062 -1.31872 -2.01616
N 0.26778 1.47519 2.40191
C 1.78626 -1.55012 1.19799
H -3.36830 1.07542 -0.22706
O 2.29862 -2.65190 1.36909
C 1.75653 1.36713 -0.70096
H 2.52384 0.91982 -1.32609
H -1.12706 1.73448 0.31854
O 1.81016 -0.90271 -0.00606
H -1.80358 -2.22098 -2.68428
H -3.95831 -0.91630 -1.84522
C 0.67408 0.52445 1.72539
C 1.00646 0.27629 -0.05346
H 1.08967 1.85353 -1.35494
C -2.67044 0.51388 -0.72536
*
```


Entry from the Open Molecules 2025 dataset: C11H11NO2 in the gas phase in a non-equilibrium geometry (ωB97M-V/def2-TZVPD).

SMILES: COC1(OC)c2ccccc2[C@@H]1C#N
Relative energy (zero: lowest compared OMol25 entry of this formula, charge and spin), eV: 3.6459
Gap between HOMO and LUMO, eV: 9.771
E_LUMO, eV: 0.794

Geometry as ORCA input:
```
! wB97M-V def2-TZVPD RIJCOSX def2/J DEFGRID3
* xyz 0 1
H -4.01489 0.94245 -1.28237
C -2.32168 -0.35710 -1.17365
O 1.42761 -0.11509 1.30875
C -1.00808 1.91627 -0.05301
H -0.18627 -1.15596 2.09094
H 3.86249 0.33473 -1.42492
H 3.21066 -1.07699 -0.54573
C -0.36890 0.70941 -0.22852
O 1.97380 0.57185 -0.78105
H 0.60423 -1.54398 -1.74384
H 0.99230 -0.45803 3.22822
C -2.97821 0.85588 -0.99269
C 0.44232 -0.28890 2.30562
H -0.18705 0.60045 2.40288
H 3.69991 0.37805 0.35119
C -2.33970 1.96210 -0.45207
C 0.13361 -1.38540 -0.77577
H -0.51889 2.78009 0.37140
C 0.03889 -2.55913 -0.00534
H -2.82757 -1.21277 -1.59597
N 0.00660 -3.49825 0.65699
C -1.00248 -0.39760 -0.78122
C 0.99229 0.10235 0.03289
H -2.89420 2.88181 -0.33493
C 3.26319 0.01376 -0.57782
*
```


Entry from the Open Molecules 2025 dataset: a molecular structure, C11H11NOPtS4Sb in a non-equilibrium geometry (ωB97M-V/def2-TZVPD).

Gap between HOMO and LUMO (alpha / beta), eV: 6.586 / 6.177
E_LUMO (alpha / beta), eV: -1.451 / -1.822

Geometry as ORCA input:
```
! wB97M-V def2-TZVPD RIJCOSX def2/J DEFGRID3
* xyz 0 2
O 1.22275 -1.63489 -0.50142
C 1.11581 2.07877 0.48598
H 0.78976 2.92749 -0.10022
C 2.65271 -4.87531 -0.65502
H 3.18302 -2.85931 -1.26548
C 2.36603 1.51644 0.27957
H 0.20278 0.25516 3.20099
H 1.79339 -6.72009 0.04710
H -0.52959 -3.11718 0.47796
H 3.77631 0.00706 0.87774
C 2.79828 0.43649 1.04796
H 2.33340 -0.87912 2.66563
H 3.02329 1.93355 -0.47294
C 1.66258 -5.65401 -0.07412
H 3.57911 -5.31766 -0.99378
S -5.25274 0.97356 -1.18848
C 0.35252 -3.66451 0.17687
C 0.28452 1.59048 1.49589
H -0.30756 -5.57960 0.79816
S -1.77324 -0.32117 -1.28553
C 1.98723 -0.06556 2.04065
Sb -3.67942 -0.06678 0.19349
Pt -0.67371 -0.45908 0.67341
S -3.33054 1.96192 1.29353
C 0.71909 0.49582 2.27942
N 1.33437 -2.91769 -0.37499
C 0.49872 -5.02638 0.33773
C 2.46375 -3.52196 -0.81124
S -2.41818 -1.38575 1.68455
H -0.61525 2.12472 1.76179
*
```


Entry from the Open Molecules 2025 dataset: 2 unconnected molecules or ions with the total composition C11H11O2 in a non-equilibrium geometry (ωB97M-V/def2-TZVPD).

Relative energy (zero: lowest compared OMol25 entry of this formula, charge and spin), eV: 0.9186
Gap between HOMO and LUMO (alpha / beta), eV: 7.539 / 5.307
E_LUMO (alpha / beta), eV: -3.119 / -7.915

Geometry as ORCA input:
```
! wB97M-V def2-TZVPD RIJCOSX def2/J DEFGRID3
* xyz 1 3
O -2.05938 0.74003 -0.55381
C -0.05298 1.16474 0.73147
C 1.07176 0.34318 0.30854
O -2.74917 2.09600 2.60478
C 2.94195 -1.22685 0.78805
C -3.02677 0.15852 -0.87835
H 1.30370 -0.77844 2.16410
H -4.19151 -1.01621 -2.13170
H -3.13467 -1.70949 -0.79035
H -0.33589 1.90921 0.00234
C 1.74654 -0.59565 1.15423
C -3.16873 -1.02750 -1.72669
C -0.66856 0.98201 1.93947
C 2.95823 -0.03950 -1.28807
C 3.62373 -0.85067 -0.35764
C 1.78587 0.62809 -0.93775
H 1.30898 1.22401 -1.68602
H -2.51943 -1.11729 -2.59821
H 3.34620 0.13963 -2.27949
H -4.04306 0.32868 -0.39194
H -0.24123 0.22604 2.61210
H 3.32297 -1.86505 1.61606
C -1.81710 1.54973 2.26322
H 4.59856 -1.26320 -0.56431
*
```